[1]
A structure of composition C3H7NO2S at a distorted geometry. Source: OMol25; level of theory: ωB97M-V/def2-TZVPD.

Last column: natural (NBO) charge in e.
Atoms and positions in Å:
H 0.974 1.833 1.051  0.254
C 0.164 1.379 1.634  -0.803
S -0.730 0.413 0.361  1.629
C 0.333 -1.591 -0.377  -0.260
H -0.628 2.145 1.882  0.276
H 0.464 0.649 2.391  0.261
H 1.185 -0.585 -2.252  0.213
O 0.162 0.657 -0.942  -0.685
O -2.665 1.705 0.242  -0.574
C 0.340 -0.608 -1.619  -0.093
H -0.020 -2.480 -0.839  0.196
N -0.350 -1.078 0.667  -0.796
H 1.352 -1.722 0.043  0.195
H -0.582 -0.718 -2.241  0.187

HOMO energy (alpha / beta): -8.4 / -8.7 eV
Kohn-Sham gap (alpha / beta): 6.83 / 8.73 eV
energy relative to the best compared isomer or geometry (same formula, charge and spin): 837.9 kJ/mol


[2]
A structure of composition C3H7NO2S at a distorted geometry. Source: OMol25; level of theory: ωB97M-V/def2-TZVPD.

Last column: natural (NBO) charge in e.
Atoms and positions in Å:
H 2.863 0.721 1.323  0.207
H 1.947 0.164 -0.183  0.209
H -2.101 1.877 -0.159  0.513
C -2.463 -0.111 -0.404  0.806
H -1.030 -1.162 -1.350  0.238
C 1.914 0.841 0.608  -0.444
N 0.801 0.289 1.344  -0.622
C -1.537 -1.238 -0.480  -0.755
H -2.058 -2.235 -0.616  0.249
O -3.669 -0.089 -0.428  -0.548
H -0.753 -1.009 0.398  0.282
S -0.398 1.234 1.525  0.409
O -1.651 1.040 -0.331  -0.729
H 1.620 1.799 0.426  0.185

HOMO energy: -8.4 eV
Kohn-Sham gap: 8.17 eV
energy relative to the best compared isomer or geometry (same formula, charge and spin): 360.4 kJ/mol


[3]
The molecule C3H7NO2S2 at a distorted geometry. Source: OMol25; level of theory: ωB97M-V/def2-TZVPD.

Last column: natural (NBO) charge in e.
Atoms and positions in Å:
H 0.547 -0.209 -1.811  0.213
O 2.705 -1.138 0.873  -0.941
S 2.555 -0.381 -0.359  0.982
H -1.758 1.060 -0.973  0.205
O -0.137 1.743 -0.433  -0.696
C -1.419 1.228 -0.029  -0.078
C -1.074 -0.018 0.781  -0.241
S 1.321 1.455 0.287  0.245
H -0.386 0.292 1.532  0.220
C 0.658 -0.901 -0.969  -0.284
H -1.819 1.908 0.670  0.197
H 0.884 -1.926 -1.405  0.209
H -1.942 -0.563 1.104  0.214
H 0.140 -1.614 0.759  0.386
N -0.274 -0.936 -0.027  -0.630

HOMO energy: -8.3 eV
Kohn-Sham gap: 8.23 eV
energy relative to the best compared isomer or geometry (same formula, charge and spin): 436.7 kJ/mol


[4]
The molecule C3H7NO2S2 at a distorted geometry. Source: OMol25; level of theory: ωB97M-V/def2-TZVPD.

Last column: natural (NBO) charge in e.
Atoms and positions in Å:
H 0.646 1.462 0.629  0.217
O -1.018 -2.405 0.860  -0.912
N 1.216 -0.840 0.857  -0.728
H -0.212 1.385 -0.853  0.214
C -0.003 0.909 0.022  -0.407
H -1.693 1.078 1.549  0.248
S 2.056 -2.292 0.790  0.230
H -2.093 0.232 0.098  0.236
H 1.768 0.387 -0.692  0.220
O -0.617 -1.140 2.945  -0.899
S -0.537 -1.226 1.528  2.158
H 0.599 -0.856 -1.308  0.197
C 0.922 -0.243 -0.397  -0.256
H 1.478 -2.857 -0.249  0.085
C -1.268 0.422 0.800  -0.603

HOMO energy: -9.3 eV
Kohn-Sham gap: 9.96 eV
energy relative to the best compared isomer or geometry (same formula, charge and spin): 269.6 kJ/mol
SMILES: O=S1(=O)CCCN1S


[5]
The molecule C3H7NO3 at a distorted geometry. Source: OMol25; level of theory: ωB97M-V/def2-TZVPD.

Last column: natural (NBO) charge in e.
Atoms and positions in Å:
H 2.174 -2.041 0.827  0.459
C -1.421 0.730 -0.030  0.872
O 2.578 -1.618 0.061  -0.723
C 0.967 0.120 0.313  -0.261
H -2.412 -0.689 0.789  0.503
H 0.759 -1.628 -0.896  0.161
H 2.023 -0.639 -1.590  0.196
O -2.283 1.362 -0.601  -0.623
H 0.161 1.826 -0.585  0.409
O -1.687 -0.124 0.979  -0.713
C 1.539 -0.896 -0.653  -0.072
H 0.493 -0.426 1.132  0.216
N -0.104 0.917 -0.298  -0.633
H 1.732 0.694 0.837  0.210

HOMO energy: -10.1 eV
Kohn-Sham gap: 10.60 eV
energy relative to the best compared isomer or geometry (same formula, charge and spin): 126.5 kJ/mol
SMILES: O=C(O)NCCO


[6]
A cluster of 2 separate species, C3H7NO3 in total at a distorted geometry. Source: OMol25; level of theory: ωB97M-V/def2-TZVPD.

Last column: natural (NBO) charge in e.
Atoms and positions in Å:
H -0.504 -0.754 2.651  0.137
C -0.824 0.132 -0.628  -0.364
H -2.050 -1.652 -1.491  0.121
C -0.112 -0.417 1.632  0.539
H 3.065 0.777 -0.172  0.483
N -1.126 -0.303 0.681  -0.652
O -0.251 -1.692 -2.158  -0.507
C -1.113 -1.166 -1.489  0.420
O 2.698 1.644 -0.121  -0.964
H -1.952 0.347 1.031  0.406
H 0.306 0.513 -0.836  0.260
H 2.111 1.801 0.621  0.485
O 1.079 -0.146 1.401  -0.591
H -1.327 0.918 -1.123  0.225

HOMO energy: -9.7 eV
Kohn-Sham gap: 10.12 eV
energy relative to the best compared isomer or geometry (same formula, charge and spin): 288.9 kJ/mol
SMILES: O=CCNC=O.O


[7]
The molecule C3H7NO3 at a distorted geometry. Source: OMol25; level of theory: ωB97M-V/def2-TZVPD.

Last column: natural (NBO) charge in e.
Atoms and positions in Å:
H 2.048 0.968 -1.762  0.486
O 1.626 0.222 -1.312  -0.687
C 0.028 -0.217 0.367  0.534
H 2.585 -0.566 0.747  0.471
C 1.200 0.624 -0.056  0.291
O 2.215 0.303 0.957  -0.745
H 0.516 -1.227 1.920  0.379
C -2.254 -0.174 -0.434  -0.257
H -2.601 0.235 0.520  0.179
H 0.998 1.692 0.083  0.185
H -2.850 0.212 -1.261  0.190
O -0.908 0.175 -0.685  -0.537
H -2.354 -1.262 -0.385  0.185
N -0.249 -0.985 1.300  -0.674

HOMO energy: -10.3 eV
Kohn-Sham gap: 10.91 eV
energy relative to the best compared isomer or geometry (same formula, charge and spin): 240.1 kJ/mol
SMILES: [H]/N=C(/OC)C(O)O


[8]
The molecule C3H7NO3 at a distorted geometry. Source: OMol25; level of theory: ωB97M-V/def2-TZVPD.

Last column: natural (NBO) charge in e.
Atoms and positions in Å:
H 0.586 -1.036 -1.865  0.373
O -1.576 -0.951 0.513  -0.697
H -1.592 -0.011 0.187  0.497
H 0.591 0.872 1.813  0.205
N 0.399 -0.127 -1.470  -0.814
H 1.197 1.753 0.258  0.197
H -0.811 1.813 -0.544  0.474
H -0.598 0.052 -1.510  0.342
O -0.011 -2.436 1.040  -0.561
C -0.322 -1.402 0.567  0.771
H 1.738 -0.682 0.091  0.228
C 0.700 -0.350 -0.076  -0.205
O -0.819 1.526 0.370  -0.732
C 0.517 0.980 0.627  -0.080

HOMO energy: -9.7 eV
Kohn-Sham gap: 10.24 eV
energy relative to the best compared isomer or geometry (same formula, charge and spin): 160.4 kJ/mol
SMILES: N[C@@H](CO)C(=O)O


[9]
A cluster of 2 separate species, C3H7NO3S in total at a distorted geometry. Source: OMol25; level of theory: ωB97M-V/def2-TZVPD.

Last column: natural (NBO) charge in e.
Atoms and positions in Å:
C 0.105 2.057 -0.584  -0.307
H -0.839 -1.271 1.142  0.403
H 2.048 2.288 -0.148  0.210
N -1.164 -1.501 0.169  -1.109
S -0.135 -2.043 -1.105  1.689
H -0.376 -4.370 -1.344  0.512
O -0.943 -1.945 -2.293  -0.945
O 0.034 -3.664 -0.790  -0.946
H 0.133 1.464 2.063  0.096
O 1.809 2.500 2.531  -0.500
H -2.172 -1.677 0.184  0.398
C 1.108 2.223 0.264  -0.312
H -0.889 1.813 -0.187  0.197
C 0.999 2.083 1.742  0.402
H 0.284 2.044 -1.643  0.211

HOMO energy: -10.2 eV
Kohn-Sham gap: 10.40 eV
energy relative to the best compared isomer or geometry (same formula, charge and spin): 185.1 kJ/mol


[10]
The molecule C3H7NO3S at a distorted geometry. Source: OMol25; level of theory: ωB97M-V/def2-TZVPD.

Last column: natural (NBO) charge in e.
Atoms and positions in Å:
H 2.076 0.032 -1.042  0.200
H -1.290 -2.016 -0.916  0.190
O -1.562 -1.939 2.104  -0.841
S -0.352 -2.019 1.308  1.673
O 0.843 -1.270 1.737  -0.873
O 0.377 -0.949 -1.044  -0.472
H -1.350 0.778 0.299  0.373
C -0.687 -1.279 -0.378  -0.090
N -0.641 1.509 0.266  -0.835
C 0.226 1.438 -0.827  -0.262
H 0.682 2.441 -0.884  0.219
H -0.255 1.669 1.223  0.376
H 1.252 -0.037 0.521  0.244
H -0.455 1.440 -1.797  0.215
C 1.136 0.202 -0.570  -0.119

HOMO energy (alpha / beta): -8.1 / -9.4 eV
Kohn-Sham gap (alpha / beta): 8.89 / 6.77 eV
energy relative to the best compared isomer or geometry (same formula, charge and spin): 85.2 kJ/mol
spin multiplicity: 3
expectation value of S²: 2.010


[11]
A cluster of 2 separate species, C3H7NO3S2 in total at a distorted geometry. Source: OMol25; level of theory: ωB97M-V/def2-TZVPD.

Last column: natural (NBO) charge in e.
Atoms and positions in Å:
O 0.879 -0.445 2.934  -0.911
C 0.647 0.115 0.260  -0.327
H -0.745 1.226 0.046  0.406
O -1.284 -0.491 1.738  -0.924
H 0.020 -1.980 -2.565  0.244
C -0.404 0.183 -1.845  -0.231
H 2.352 0.616 0.887  0.039
H 0.343 0.381 -2.525  0.196
S 0.012 0.039 1.905  2.330
H -1.230 -1.554 -1.285  0.209
S 1.041 -1.463 -0.412  0.299
H -1.285 0.397 -2.316  0.220
O -0.016 1.641 2.249  -0.911
C -0.301 -1.318 -1.633  -0.529
H 0.050 1.788 3.184  0.516
N -0.079 0.865 -0.622  -0.627

HOMO energy (alpha / beta): -8.7 / -8.7 eV
Kohn-Sham gap (alpha / beta): 8.76 / 8.76 eV
energy relative to the best compared isomer or geometry (same formula, charge and spin): 299.0 kJ/mol


[12]
A cluster of 2 separate species, C3H7NO4 in total at a distorted geometry. Source: OMol25; level of theory: ωB97M-V/def2-TZVPD.

Last column: natural (NBO) charge in e.
Atoms and positions in Å:
O 0.667 -0.175 2.246  -0.620
H -1.270 -2.162 1.858  0.239
C 0.180 -0.719 1.267  0.686
H 1.122 1.432 -2.683  0.501
O -1.144 1.125 -0.761  -0.628
H -1.905 -0.515 1.593  0.249
H 1.924 -0.672 0.175  0.404
H -1.505 -1.531 0.199  0.217
H 0.458 2.499 0.022  0.517
C -0.045 1.293 -1.271  0.984
C -1.214 -1.276 1.221  -0.713
H 0.574 -1.393 -0.699  0.401
O 0.359 0.860 -2.473  -0.671
N 0.955 -0.960 0.133  -0.859
O 0.844 2.194 -0.827  -0.706

HOMO energy: -9.9 eV
Kohn-Sham gap: 10.23 eV
energy relative to the best compared isomer or geometry (same formula, charge and spin): 29.7 kJ/mol
SMILES: CC(N)=O.O=C(O)O


[13]
A cluster of 2 separate species, C3H7NO4 in total at a distorted geometry. Source: OMol25; level of theory: ωB97M-V/def2-TZVPD.

Last column: natural (NBO) charge in e.
Atoms and positions in Å:
O -1.853 -0.299 -0.748  -0.675
C 1.879 -0.049 1.506  0.440
H -2.208 1.604 0.810  0.512
H 1.167 -0.622 1.911  0.115
H 2.254 1.263 -0.191  0.220
O -1.448 -2.807 -1.488  -1.003
C 1.301 0.957 0.396  -0.358
O 3.046 -0.020 1.826  -0.476
H 0.865 1.933 0.683  0.256
O -1.359 1.808 0.391  -0.688
H -1.281 -1.804 -1.174  0.494
N 0.310 0.467 -0.527  -0.611
H 0.660 -0.264 -1.076  0.415
H -2.309 -2.811 -1.977  0.467
C -1.024 0.645 -0.342  0.892

HOMO energy: -10.2 eV
Kohn-Sham gap: 10.35 eV
energy relative to the best compared isomer or geometry (same formula, charge and spin): 256.2 kJ/mol
SMILES: O=CCNC(=O)O.O


[14]
The molecule C3H7NO4S at a distorted geometry. Source: OMol25; level of theory: ωB97M-V/def2-TZVPD.

Last column: natural (NBO) charge in e.
Atoms and positions in Å:
O 0.068 -1.875 3.599  -0.944
C -0.093 -1.377 0.833  0.002
H -0.765 1.078 2.249  0.528
C -0.597 -0.360 -0.018  -0.075
H 1.463 0.051 -0.393  0.200
O -0.301 1.003 0.388  -0.510
S -0.914 -1.062 2.849  1.375
H 0.222 1.956 -2.041  0.373
N 0.265 0.976 -2.022  -0.847
H 1.127 0.653 -2.460  0.363
H 1.570 -1.789 1.811  0.515
H -0.481 -2.418 0.647  0.193
C 0.437 0.424 -0.643  0.229
O -0.531 0.493 2.964  -0.911
O 1.256 -1.291 1.044  -0.719
H -1.424 -0.435 -0.672  0.228

HOMO energy: -8.4 eV
Kohn-Sham gap: 9.11 eV
energy relative to the best compared isomer or geometry (same formula, charge and spin): 322.7 kJ/mol


[15]
The ion C3H7NOS with charge -1 at a distorted geometry. Source: OMol25; level of theory: ωB97M-V/def2-TZVPD.

Last column: natural (NBO) charge in e.
Atoms and positions in Å:
H 2.059 2.029 0.161  0.101
S 0.765 2.061 -0.189  -0.125
H -1.856 -1.413 1.279  0.073
N -1.013 -1.227 -1.528  -0.931
H -1.449 0.398 -0.288  0.161
H -1.944 -1.557 -1.396  0.344
C 0.749 0.167 -0.310  -0.492
C -0.615 -0.396 -0.340  -0.193
H -0.325 -1.834 -1.813  0.343
H 1.240 0.002 -1.297  0.195
C -0.868 -1.217 1.015  0.031
O 0.026 -1.627 1.794  -0.764
H 1.334 -0.326 0.537  0.257

charge: -1
HOMO energy (alpha / beta): 0.5 / -3.3 eV
Kohn-Sham gap (alpha / beta): 2.91 / 6.62 eV
energy relative to the best compared isomer or geometry (same formula, charge and spin): 141.6 kJ/mol
spin multiplicity: 2
expectation value of S²: 0.754


[16]
The molecule C3H7NOS at a distorted geometry. Source: OMol25; level of theory: ωB97M-V/def2-TZVPD.

Last column: natural (NBO) charge in e.
Atoms and positions in Å:
H 1.603 0.594 -1.583  0.197
C 1.220 0.795 -0.474  -0.313
H -2.690 0.035 -1.936  0.204
C -2.276 -0.223 -0.949  -0.269
H 0.935 1.831 -0.588  0.218
H 3.168 0.902 0.075  0.355
H 2.307 -0.204 0.763  0.359
O -0.896 0.137 -1.175  -0.482
N 2.278 0.755 0.534  -0.800
S -0.144 -0.778 1.204  -0.114
H -2.776 0.237 -0.175  0.196
H -2.394 -1.267 -0.602  0.207
C -0.050 0.086 -0.171  0.241

HOMO energy: -8.8 eV
Kohn-Sham gap: 9.36 eV
energy relative to the best compared isomer or geometry (same formula, charge and spin): 181.4 kJ/mol
SMILES: COC(=S)CN


[17]
The molecule C3H7NOS at a distorted geometry. Source: OMol25; level of theory: ωB97M-V/def2-TZVPD.

Last column: natural (NBO) charge in e.
Atoms and positions in Å:
H -0.026 0.769 1.118  0.213
H -2.728 -0.473 -0.615  0.372
S 2.909 -0.961 -0.108  -0.067
C 0.353 -0.037 0.512  -0.523
H -2.042 -1.089 0.798  0.363
H -0.772 0.626 -1.239  0.187
O 2.083 1.490 -0.160  -0.635
C 1.772 0.206 0.096  0.244
H 1.274 2.011 0.073  0.480
H -0.418 -1.094 -1.186  0.170
C -0.707 -0.219 -0.549  -0.193
N -1.982 -0.359 0.050  -0.847
H 0.283 -0.871 1.211  0.238

HOMO energy: -8.7 eV
Kohn-Sham gap: 9.12 eV
energy relative to the best compared isomer or geometry (same formula, charge and spin): 115.7 kJ/mol
SMILES: NCCC(O)=S


[18]
The molecule C3H7NOS at a distorted geometry. Source: OMol25; level of theory: ωB97M-V/def2-TZVPD.

Last column: natural (NBO) charge in e.
Atoms and positions in Å:
H -1.422 2.217 0.103  0.176
H 2.720 0.558 1.018  0.227
H -1.525 -1.688 -0.669  0.195
H 3.014 0.548 -0.751  0.216
C -1.983 -1.092 0.147  -0.264
N 0.233 1.054 0.057  -0.632
H 3.302 -0.894 0.209  0.223
C -1.026 1.194 0.032  0.396
H -1.501 -1.204 1.141  0.196
S 0.935 -0.531 -0.120  0.315
H -3.022 -1.373 0.202  0.197
O -2.029 0.300 -0.160  -0.525
C 2.687 -0.009 0.081  -0.721

HOMO energy: -8.3 eV
Kohn-Sham gap: 9.23 eV
energy relative to the best compared isomer or geometry (same formula, charge and spin): 191.6 kJ/mol
SMILES: CO/C=N\SC


[19]
The molecule C3H7NOS at a distorted geometry. Source: OMol25; level of theory: ωB97M-V/def2-TZVPD.

Last column: natural (NBO) charge in e.
Atoms and positions in Å:
H -0.401 -1.427 1.807  0.165
H -1.785 -0.404 2.392  0.195
H -1.379 -0.372 0.703  0.175
H -0.335 0.272 -3.333  0.161
H 0.019 -1.488 -2.958  0.172
O -0.060 0.690 1.832  -0.530
C 0.048 -0.429 -2.618  -0.076
C 0.947 0.844 0.851  -0.223
S 0.350 1.340 -0.760  0.334
H 1.560 -0.006 0.610  0.208
H 1.536 1.659 1.237  0.210
C -0.923 -0.401 1.669  -0.259
N 0.423 -0.279 -1.435  -0.532

HOMO energy: -9.1 eV
Kohn-Sham gap: 9.98 eV
energy relative to the best compared isomer or geometry (same formula, charge and spin): 243.7 kJ/mol
SMILES: C=NSCOC


[20]
The molecule C3H7NS2 at a distorted geometry. Source: OMol25; level of theory: ωB97M-V/def2-TZVPD.

Last column: natural (NBO) charge in e.
Atoms and positions in Å:
H -0.085 -1.713 1.491  0.214
H 1.071 -1.006 2.665  0.243
C 0.730 -1.002 1.631  -0.594
H -0.559 0.651 2.132  0.211
C 0.193 0.455 1.360  -0.255
C -0.928 0.450 -2.407  -0.763
H -1.864 0.542 -1.873  0.252
H 1.039 1.139 1.491  0.188
H -0.849 1.192 -3.195  0.226
N -0.441 0.551 0.118  -0.627
S 2.104 -1.483 0.607  0.016
S 0.399 0.771 -1.204  0.659
H -0.810 -0.548 -2.816  0.232

HOMO energy (alpha / beta): -8.8 / -7.9 eV
Kohn-Sham gap (alpha / beta): 8.40 / 6.26 eV
energy relative to the best compared isomer or geometry (same formula, charge and spin): 268.2 kJ/mol